# 1
C45H39BFN2O25 | ωB97M-V with the def2-TZVPD basis set

The geometry in XYZ format:
```
113
Properties=species:S:1:pos:R:3
H -12.02 6.02 0.84
O 7.58 -4.85 -0.72
H -2.55 -0.54 -2.30
H -4.22 8.81 -2.93
O -0.77 7.21 -7.43
O 3.81 -12.61 4.69
C -0.82 4.34 -5.18
H 9.06 -7.45 3.54
C 5.64 -5.26 0.57
H -5.15 8.92 0.51
O -4.49 9.10 -2.04
C -4.14 5.49 -1.23
H -10.80 8.31 -2.72
H -3.85 4.59 -1.74
C 4.34 -4.99 0.70
O -3.86 6.78 -3.18
O 7.74 -6.15 2.58
H -3.95 0.92 3.86
C 1.24 -0.99 0.38
C 3.84 -11.47 4.01
H -4.77 4.70 1.70
H 0.30 6.19 -5.24
F 2.14 -0.22 -0.34
H 7.32 -3.52 -2.27
C 8.65 -3.01 3.95
H 1.55 -2.03 0.38
C -2.82 -0.35 0.97
C -4.88 6.77 0.76
H 0.09 -1.22 -1.35
C -0.11 -0.96 -0.31
C -2.12 5.23 -7.56
C 9.43 -5.74 4.15
O 8.37 -1.71 3.95
C 7.96 -3.89 3.20
H 0.25 -0.71 2.31
H -0.65 2.89 -1.85
H -3.21 3.35 -7.52
C 9.78 -3.44 4.83
H 3.20 -8.08 4.66
H 6.18 -5.93 1.24
H -0.70 -1.77 0.11
H -2.25 2.67 -2.55
H -7.33 7.52 -2.96
H -4.51 -0.81 2.24
C -4.15 6.72 -2.00
O 4.53 -10.00 0.87
C -3.65 -0.18 2.08
C -1.51 1.52 1.85
C -10.36 6.16 0.02
H -0.64 2.17 1.72
H 4.50 -12.29 2.16
O -1.78 0.00 -2.53
O 3.10 -10.38 5.94
C -0.46 5.62 -5.75
C -2.46 3.93 -7.00
O -12.26 7.25 -0.80
O 3.60 -5.53 1.68
N -2.30 1.67 2.90
H -1.34 7.28 -8.22
O -8.22 7.88 -3.11
H 2.70 -5.17 1.55
C -1.06 6.05 -6.87
C -1.74 0.52 0.91
H 10.92 -5.16 5.55
C 10.12 -4.86 4.89
C 3.47 -8.96 4.10
H 1.42 0.54 1.90
H -1.55 2.26 -4.55
C 1.23 -0.54 1.85
B -1.44 0.87 -1.55
C 3.62 -4.07 -0.24
C -8.99 7.37 -2.15
C 6.40 -4.65 -0.51
O -11.12 5.67 0.99
C 5.68 -3.70 -1.44
N -0.78 0.39 -0.22
H 3.51 -12.38 5.59
C 3.84 -8.90 2.81
O -4.48 4.41 0.82
C -9.06 5.88 -0.10
H -2.00 2.80 -0.75
H -0.02 1.06 -0.05
C -8.29 6.45 -1.18
O 2.42 -3.88 -0.06
O 6.42 -3.16 -2.39
O -0.33 3.89 -4.16
H 1.95 -1.10 2.43
C 3.44 -10.25 4.78
O -5.20 6.70 1.93
C -1.86 3.51 -5.89
C -4.87 8.01 0.00
C 4.37 -3.44 -1.30
O 9.69 -7.04 4.16
O -2.63 5.69 -8.56
H 3.84 -2.76 -1.96
H -8.54 5.23 0.60
O -2.13 2.32 -5.33
C 4.22 -10.13 2.04
H -3.00 -1.12 0.23
C -4.52 8.00 -1.30
O -7.10 6.23 -1.35
C -10.29 7.65 -2.04
C -4.48 5.51 0.06
H 9.02 -1.31 4.57
C -3.32 0.82 2.99
H 4.19 -8.01 1.24
C 4.21 -11.41 2.72
C -1.62 2.41 -1.70
C 8.31 -5.30 3.24
O 10.37 -2.58 5.47
H 7.15 -3.60 2.56
C -11.07 7.06 -0.96
O 3.90 -7.75 2.13
```

Output
Highest occupied orbital energy: -10.9 eV
Frontier orbital gap: 7.552 eV
Net charge: +1
Energy: -3853.2044 hartree

***

# 2
C28H21N3O2RuS | ωB97M-V with the def2-TZVPD basis set

The geometry in XYZ format:
```
56
Properties=species:S:1:pos:R:3
C 0.21 4.44 2.47
C -1.56 -1.95 -3.40
C -3.53 -0.90 -2.51
C 3.95 1.12 1.02
C 0.29 5.79 2.74
H 0.62 6.13 3.71
C -0.67 -2.39 0.70
C -0.05 6.72 1.76
Ru -0.65 0.20 -0.63
H -0.59 0.55 -3.34
H 0.61 -0.30 3.17
C -0.77 -3.78 0.48
C -2.18 -0.80 -2.87
H -0.73 7.00 -0.26
H -0.26 -5.74 1.12
C -1.40 0.41 -2.61
C -0.47 6.28 0.51
C 0.56 -4.25 2.43
O -0.63 2.22 -0.31
C -0.17 -4.68 1.32
H 0.01 7.78 1.97
H 3.56 -2.16 -0.95
N -4.89 -5.44 -3.41
H -1.75 -4.01 -3.93
C 0.21 -0.55 2.19
C 3.67 -1.23 -0.40
H 2.04 1.66 0.22
C -2.25 -3.14 -3.53
C -4.22 -2.09 -2.64
H 0.48 3.70 3.22
H 5.85 0.35 1.66
C 2.65 -0.28 -0.45
H 4.05 2.05 1.58
H 1.22 -2.54 3.53
C -0.30 2.54 0.90
C 0.07 -1.95 1.82
C 0.67 -2.90 2.67
C 4.82 -1.00 0.35
N -0.13 0.40 1.40
H -0.52 -1.90 -3.67
H -0.87 4.56 -0.73
N -0.02 1.70 1.86
H -5.27 -2.15 -2.34
H -2.02 1.31 -2.56
H -1.34 -4.10 -0.38
S 1.25 -0.63 -1.47
C 4.96 0.17 1.07
C -4.31 -4.45 -3.29
H 5.60 -1.76 0.37
C 2.81 0.90 0.27
C -0.55 4.92 0.24
C -3.59 -3.22 -3.15
H -4.03 -0.03 -2.11
H 1.04 -4.96 3.10
C -0.21 3.99 1.22
O -1.31 -1.60 -0.13
```

Output
Spin multiplicity: 2
Highest occupied orbital energy (alpha / beta): -4.4 / -4.4 eV
Frontier orbital gap (alpha / beta): 6.899 / 6.858 eV
Relative energy (zero: lowest compared OMol25 entry of this formula, charge and spin): 0.0 kcal per mole
Net charge: -1
Energy: -1887.5113 hartree

***

# 3
CH5N2O2 | ωB97M-V with the def2-TZVPD basis set

The geometry in XYZ format:
```
10
Properties=species:S:1:pos:R:3
C 1.37 0.02 -0.01
N -2.12 0.75 -0.12
N 1.24 -1.20 0.35
H -0.47 0.86 0.09
O -3.11 0.07 -0.21
H -2.11 1.69 -0.56
H 0.41 -1.73 0.66
H 2.28 0.36 -0.40
O 0.49 0.91 -0.04
H 2.04 -1.73 0.25
```

Output
Highest occupied orbital energy: -14.5 eV
Frontier orbital gap: 9.212 eV
Relative energy (zero: lowest compared OMol25 entry of this formula, charge and spin): 28.3 kcal per mole
Net charge: +1
Energy: -300.7223 hartree

***

# 4
C44H90F6N8O16S6 | ωB97M-V with the def2-TZVPD basis set

The geometry in XYZ format:
```
170
Properties=species:S:1:pos:R:3
C 6.74 -4.35 1.54
O -0.50 -8.03 -4.93
H 5.10 -5.24 -0.55
H 9.60 -4.45 1.91
H 10.89 -6.79 2.67
C -2.78 7.83 5.57
S -0.35 1.72 -0.32
C -9.35 -4.76 1.61
H -10.18 -7.00 3.08
F -0.99 3.04 -0.89
H 8.02 -8.15 3.60
O 0.30 -10.03 -2.12
H -3.70 1.19 -9.75
H -4.17 -2.03 -5.83
H -8.98 -5.33 4.66
C 7.71 -4.11 2.75
S 0.93 -10.79 -3.23
F 2.40 -10.90 -2.55
H 7.21 5.64 -1.52
H -6.36 0.33 -4.34
H -5.18 0.55 -9.09
H -0.71 8.02 4.76
C 8.73 4.44 -3.21
O -2.06 13.69 -1.24
S 0.49 -0.23 -1.26
H -10.26 -6.81 0.37
H -3.06 5.63 9.17
C 6.82 3.56 -0.86
C 9.01 -4.94 2.69
S -0.33 -9.46 -4.84
N -1.24 7.51 8.04
C -2.22 1.55 -7.41
H -4.43 -4.77 3.29
C 0.87 8.17 6.94
H -6.08 -1.39 -4.28
H -4.45 -5.38 1.74
C -5.70 -0.46 -4.70
H -3.33 9.42 6.97
C -7.02 -5.52 4.06
C -2.81 7.63 8.19
H 7.53 -6.60 4.38
H 9.20 3.82 -2.44
C -2.96 -0.83 -7.95
H -1.28 5.23 6.32
H -2.50 2.57 -7.15
C 6.52 -5.90 1.19
N -4.22 0.55 -6.45
O -1.16 1.49 0.89
H 6.00 2.84 -0.94
O 0.64 -12.16 -3.51
N 7.21 4.50 -3.27
C 8.31 -7.12 3.83
C 6.86 3.97 0.66
C -1.30 8.14 5.67
H -2.37 -1.18 -7.10
H -6.34 -5.47 4.91
O -6.58 -6.40 0.38
H -5.50 -4.03 2.08
N 1.32 -10.02 -4.44
H -3.01 7.97 10.32
H -4.52 8.18 6.89
C -3.17 8.50 9.38
S -1.15 10.48 -2.13
H 6.05 6.33 -3.73
C -8.72 -6.20 1.73
H -3.73 -2.87 -8.02
S -0.90 12.79 -1.28
C 6.60 4.79 -1.85
H -6.94 -0.32 -8.01
H 0.39 5.46 7.03
O 7.82 -7.87 0.74
F 0.31 13.81 -1.67
C 5.50 -6.56 2.16
H -6.33 -8.04 3.62
H -7.23 -4.45 4.02
C 5.59 3.74 -4.85
C 6.80 5.71 -4.21
H 7.67 6.31 -4.50
O -4.51 1.82 -5.84
H 0.01 5.83 5.35
N -0.72 11.76 -2.64
H -10.44 -4.81 1.57
H 0.72 9.21 7.23
C -5.62 -7.38 3.13
H 7.69 2.93 -1.03
C 8.83 -6.44 2.49
F -1.33 9.60 -3.52
H 10.12 -8.16 2.15
C -8.45 -6.19 4.26
H 5.76 -3.87 1.61
H 7.99 -3.07 2.86
C -0.50 7.41 6.74
H -7.61 -0.64 -6.58
H -4.81 -0.17 -4.14
H 5.83 4.07 1.01
H 1.59 7.70 7.61
O -0.43 7.24 9.17
H -1.59 1.17 -6.61
H 4.53 -6.07 2.13
H 5.18 -7.59 1.96
H -3.18 8.27 4.66
O 0.36 -0.89 0.06
H -5.69 -2.53 -6.45
H 5.43 5.94 -5.58
H -8.93 -4.30 0.72
H -8.71 -7.20 -0.26
N -0.50 0.79 -1.76
H 8.98 -7.26 4.68
H -8.60 -7.88 3.17
H -4.42 6.28 8.35
H 6.64 -5.58 -1.02
H -2.31 -1.00 -8.80
H 7.15 -3.92 0.63
C -4.29 1.12 -8.83
H 5.55 5.02 -2.00
H 9.06 4.27 -4.23
H 7.20 3.12 1.25
O 0.99 2.19 0.06
H -4.74 -1.73 -8.83
H 9.14 5.40 -2.91
H -9.33 -8.23 0.94
C -6.75 -0.08 -6.97
H -4.70 -7.40 3.72
C -5.38 -0.42 -6.19
N 7.90 -6.57 1.31
H 10.58 -6.88 0.99
H 5.76 -6.54 3.21
H 9.60 -4.72 3.59
C -5.13 -4.98 2.49
H -6.97 0.98 -6.91
H -9.03 -4.04 2.36
O -1.47 -10.32 -4.44
C -4.91 -1.78 -6.60
F -0.11 -9.87 -6.37
H -2.67 9.47 9.41
N -7.18 -6.05 1.63
C 6.69 3.22 -3.94
C -3.44 8.34 6.90
O -0.47 12.31 0.03
C -6.25 -6.01 2.87
C 6.06 5.06 -5.44
H -2.95 6.75 5.52
C 10.12 -7.08 1.96
H 5.18 3.02 -5.56
C -9.28 -7.17 0.67
H 1.38 8.22 5.98
H -3.06 5.52 7.42
H -1.73 1.62 -8.38
H 4.75 3.94 -4.18
H 7.46 2.74 -4.55
H 7.46 -4.47 3.76
C -3.41 0.64 -7.70
C 5.90 -5.93 -0.29
C -3.34 6.16 8.26
O 1.88 -0.13 -1.71
H 6.46 2.54 -3.12
H -8.30 -6.91 5.06
H -4.26 8.61 9.43
C -4.10 -1.85 -7.96
H -4.81 2.08 -8.77
H -1.24 9.20 5.92
H -5.28 -7.95 2.27
C -0.38 5.85 6.37
O 0.02 9.83 -1.47
O -2.47 10.30 -1.62
H 7.52 4.79 0.95
H 5.86 -6.99 -0.54
C -9.09 -6.92 3.03
F -0.08 -1.35 -2.25
H 6.62 4.85 -6.35
```

Output
Highest occupied orbital energy: -9.6 eV
Frontier orbital gap: 1.427 eV
Net charge: +2
Energy: -6359.0838 hartree